# 1
Formula: C4H4BrNO3
Source: the Open Molecules 2025 dataset
Level of theory: wB97M-V/def2-TZVPD

As for the HOMO-LUMO gap: 9.42 eV. Its SMILES is O=C1C=C(Br)[C@@H](O)N1O. As for the electronic energy: -3009.22676 Ha. Its relative energy (zero: lowest compared OMol25 entry of this formula, charge and spin) is 0.432 eV. As for the molecular weight: 193.98 g/mol.

Last column: natural (NBO) charge in e.
Element x y z (Å)
Br -3.22176 -0.12001 0.12745  0.164
O 2.08615 -0.67834 0.07085  -0.542
O -0.38234 -1.76373 -0.73569  -0.754
O 1.44725 2.04980 -0.30236  -0.590
N 0.82496 -0.06018 0.34711  -0.183
C -0.89914 1.39042 -0.09980  -0.275
C 0.58044 1.24605 -0.06406  0.614
C -1.44066 0.21393 0.19435  -0.094
C -0.40730 -0.85183 0.40039  0.194
H 2.66671 0.11468 0.11328  0.500
H -1.40774 2.25942 -0.43463  0.246
H -0.32909 -1.50038 1.34342  0.207
H 0.48254 -2.29980 -0.96031  0.514


# 2
Formula: C4H4BrP
Source: the Open Molecules 2025 dataset
Level of theory: wB97M-V/def2-TZVPD

As for the HOMO-LUMO gap: 8.35 eV. As for the electronic energy: -3070.09016 Ha. Its relative energy (zero: lowest compared OMol25 entry of this formula, charge and spin) is 0.852 eV. As for the molecular weight: 162.95 g/mol.

Last column: natural (NBO) charge in e.
Element x y z (Å)
Br 1.33548 -2.41888 1.48461  -0.232
P 0.26559 -1.75889 -0.35992  0.639
C 1.24801 0.44590 -0.68933  -0.229
C -1.02954 0.55446 0.11845  -0.193
C 0.17154 1.13671 -0.37563  -0.329
C -0.99970 -0.76109 0.37305  -0.579
H 0.18438 2.22183 -0.60325  0.218
H 2.26846 0.53635 -1.15601  0.233
H -1.69479 -1.35532 0.99182  0.243
H -1.74944 1.39894 0.21621  0.229


# 3
Formula: C4H4CaLiO2
Source: the Open Molecules 2025 dataset
Level of theory: wB97M-V/def2-TZVPD

As for the HOMO-LUMO gap: 2.23 eV. As for the electronic energy: -990.06734 Ha. As for the molecular weight: 131.09 g/mol. Its net charge is +1.

Last column: natural (NBO) charge in e.
Element x y z (Å)
Ca 2.95938 1.71531 -1.18485  1.853
O 2.40514 0.11864 -0.21272  -1.045
O -1.75729 1.27119 -0.59431  -0.606
C 0.74938 -1.68886 -0.18732  -0.378
C 1.41585 -0.50580 0.41844  0.184
C -0.03349 -0.42540 -0.16238  -0.413
C -0.96454 0.40593 -0.37231  0.715
Li -3.25497 2.21448 0.12844  0.720
H 1.11143 -2.00763 -1.16816  0.238
H 0.39539 -2.48548 0.47179  0.258
H -4.43032 1.83406 1.34914  -0.734
H 1.40403 -0.44641 1.51425  0.209